Entry 1:
This record from OMol25 describes a molecular structure, C24H23CoN9O5S. The level of theory is ωB97M-V/def2-TZVPD.

Values from the calculation:
energy above the lowest of the compared OMol25 structures with the same formula, charge and spin	0.00	kcal/mol
HOMO-LUMO gap (spin up / spin down)	0.2718 / 0.2717	Ha
charge	+1
E_tot	-3578.2639	hartree
HOMO (spin up / spin down)	-10.3175 / -10.3175	eV
LUMO level (spin up / spin down)	-2.922 / -2.923	eV

Element x y z (Å)
Co  0.488  -0.265  0.091
O  3.324  1.923  1.664
C  2.292  1.390  1.363
N  2.019  0.066  1.094
C  2.686  -1.024  1.602
O  3.798  -1.087  2.059
C  1.711  -2.192  1.640
C  2.061  -3.426  2.144
C  1.100  -4.428  2.157
C  -0.166  -4.154  1.663
C  -0.439  -2.888  1.170
N  0.481  -1.929  1.171
C  0.940  2.087  1.395
C  0.773  3.377  1.841
C  -0.520  3.865  1.992
C  -1.586  3.038  1.686
C  -1.338  1.762  1.203
N  -0.101  1.298  1.073
H  3.068  -3.569  2.511
H  1.333  -5.409  2.548
H  -0.939  -4.907  1.653
H  -1.408  -2.622  0.772
H  1.656  3.953  2.083
H  -0.692  4.868  2.357
H  -2.608  3.368  1.801
H  -2.131  1.091  0.912
N  7.399  1.586  -0.923
C  6.131  1.183  -1.210
C  5.671  -0.076  -0.800
C  4.389  -0.477  -1.089
C  3.534  0.369  -1.791
C  3.986  1.610  -2.239
C  5.267  2.011  -1.947
S  1.909  -0.146  -2.119
O  1.619  -1.312  -1.199
O  1.692  -0.407  -3.508
N  0.805  0.836  -1.454
C  0.245  1.923  -2.098
N  0.977  2.526  -3.038
C  0.411  3.546  -3.667
C  -0.860  4.001  -3.352
C  -1.514  3.318  -2.344
N  -0.983  2.269  -1.722
H  7.954  1.062  -0.272
H  7.671  2.538  -1.086
H  6.317  -0.731  -0.230
H  4.055  -1.450  -0.761
H  3.327  2.254  -2.803
H  5.615  2.978  -2.287
H  1.001  4.019  -4.444
H  -1.310  4.840  -3.860
H  -2.509  3.610  -2.025
C  -3.832  -0.682  -3.129
N  -3.110  -0.460  -1.892
C  -1.837  -0.827  -1.676
N  -1.175  -1.406  -2.680
O  -1.366  -0.653  -0.510
H  -4.812  -0.222  -3.047
H  -3.967  -1.745  -3.338
H  -3.317  -0.206  -3.966
H  -3.602  -0.138  -1.078
H  -1.561  -1.453  -3.606
H  -0.200  -1.630  -2.575


Entry 2:
This record from OMol25 describes 3 unconnected molecules or ions with the total composition C24H23F17N3O5 in a non-equilibrium geometry. The level of theory is ωB97M-V/def2-TZVPD.

Values from the calculation:
HOMO-LUMO gap	0.1761	Ha
charge	+1
E_tot	-3165.8376	hartree
HOMO	-10.5471	eV
LUMO level	-5.754	eV

Element x y z (Å)
C  0.864  1.386  -0.984
C  0.609  0.155  0.039
C  0.396  -1.258  -0.688
C  1.370  -2.424  -0.128
N  2.032  -3.215  -1.092
N  2.799  -4.200  -0.643
C  3.096  -4.621  0.690
C  2.419  -3.823  1.864
F  2.664  -4.140  3.228
C  1.483  -2.629  1.443
O  0.798  -1.832  2.401
N  1.719  -1.415  3.370
O  2.636  -0.855  2.875
O  -0.671  0.461  0.699
C  -0.501  1.505  1.695
C  -1.862  1.501  2.575
C  -2.091  0.307  3.532
C  -3.370  0.175  4.427
C  -4.452  1.294  4.345
C  -4.250  2.499  3.382
C  -2.956  2.588  2.493
H  -0.183  1.658  -1.391
H  1.572  1.117  -1.837
H  1.246  2.322  -0.445
H  1.429  0.118  0.832
H  0.699  -1.102  -1.795
H  -0.703  -1.604  -0.732
H  3.267  -4.771  -1.381
H  3.779  -5.502  0.930
H  0.395  1.264  2.360
H  -0.468  2.531  1.196
H  -1.298  -0.521  3.628
H  -3.480  -0.723  5.126
H  -5.363  1.168  5.033
H  -5.058  3.317  3.320
H  -2.848  3.473  1.775
C  6.458  2.456  -3.848
C  5.130  1.751  -4.198
C  3.974  2.662  -4.609
F  3.616  3.518  -3.634
F  2.868  1.923  -4.888
F  4.774  0.945  -3.165
F  5.390  0.917  -5.248
O  6.732  2.676  -2.458
C  6.183  3.835  -1.864
C  5.167  3.507  -0.766
F  4.139  2.767  -1.241
F  4.628  4.638  -0.251
F  5.681  4.639  -2.820
F  7.225  4.505  -1.324
H  7.253  1.775  -4.168
H  6.617  3.361  -4.441
H  4.223  3.239  -5.504
H  5.637  2.947  0.047
C  -5.008  -3.348  -0.504
C  -5.851  -3.314  0.789
C  -7.034  -2.345  0.793
F  -6.655  -1.063  0.642
F  -7.691  -2.408  1.979
F  -5.030  -3.087  1.843
F  -6.350  -4.573  0.968
O  -3.797  -2.580  -0.512
C  -3.900  -1.209  -0.845
C  -3.502  -0.291  0.314
F  -4.269  -0.501  1.404
F  -3.657  1.012  -0.025
F  -5.133  -0.953  -1.320
F  -3.052  -1.014  -1.885
H  -4.665  -4.382  -0.610
H  -5.611  -3.166  -1.398
H  -7.750  -2.591  0.003
H  -2.459  -0.453  0.600


Entry 3:
This record from OMol25 describes a single C24H23FN2O5S2 molecule in a non-equilibrium geometry. The level of theory is ωB97M-V/def2-TZVPD.

Values from the calculation:
HOMO-LUMO gap	0.2992	Ha
SMILES string	Cc1ccc(S(=O)(=O)N(C)C)cc1NC(=O)COC(=O)/C(=C/c1ccc(F)cc1)c1cccs1
E_tot	-2310.3125	hartree
HOMO	-8.3958	eV
LUMO level	-0.255	eV

Element x y z (Å)
C  -5.192  -1.030  0.889
C  -4.036  -0.087  0.900
C  -4.197  1.226  1.338
C  -3.167  2.152  1.292
C  -1.942  1.755  0.793
C  -1.743  0.460  0.373
C  -2.772  -0.474  0.439
N  -2.454  -1.764  -0.026
C  -2.563  -2.957  0.621
O  -3.311  -3.219  1.526
C  -1.575  -3.980  0.028
H  -1.396  -4.758  0.775
H  -1.975  -4.415  -0.890
O  -0.357  -3.338  -0.333
C  0.442  -2.988  0.703
O  0.230  -3.345  1.833
C  1.573  -2.113  0.306
C  2.446  -1.805  1.290
C  3.557  -0.867  1.221
C  3.383  0.425  0.722
C  4.444  1.309  0.691
C  5.682  0.890  1.145
C  5.880  -0.378  1.661
C  4.807  -1.247  1.712
H  4.941  -2.240  2.114
H  6.855  -0.667  2.021
F  6.725  1.744  1.097
H  4.313  2.315  0.325
H  2.408  0.762  0.406
H  2.298  -2.306  2.240
C  1.716  -1.654  -1.063
C  2.886  -1.460  -1.747
C  2.698  -0.979  -3.058
C  1.389  -0.805  -3.369
S  0.359  -1.247  -2.070
H  0.955  -0.452  -4.284
H  3.506  -0.773  -3.737
H  3.851  -1.670  -1.323
H  -1.702  -1.743  -0.707
H  -0.765  0.181  0.014
S  -0.590  2.900  0.536
O  0.627  2.146  0.433
O  -0.665  3.972  1.481
N  -0.882  3.549  -0.980
C  -2.031  4.415  -1.047
H  -1.937  5.073  -1.911
H  -2.971  3.854  -1.125
H  -2.036  5.014  -0.139
C  -0.741  2.617  -2.069
H  0.138  2.011  -1.866
H  -0.591  3.169  -2.997
H  -1.619  1.966  -2.178
H  -3.300  3.163  1.640
H  -5.163  1.531  1.710
H  -5.015  -1.853  1.579
H  -6.110  -0.520  1.168
H  -5.311  -1.464  -0.103


Entry 4:
This record from OMol25 describes a single C24H23N3O4 molecule in a non-equilibrium geometry. The level of theory is ωB97M-V/def2-TZVPD.

Values from the calculation:
energy above the lowest of the compared OMol25 structures with the same formula, charge and spin	49.19	kcal/mol
HOMO-LUMO gap	0.3036	Ha
SMILES string	CCOc1ccc(/C=N/NC(=O)c2ccccc2NC(=O)c2ccc(OC)cc2)cc1
E_tot	-1393.5860	hartree
HOMO	-8.1140	eV
LUMO level	0.148	eV

Element x y z (Å)
C  6.549  -6.016  4.055
C  7.095  -4.636  3.700
O  6.484  -4.090  2.547
C  5.239  -3.560  2.619
C  4.701  -3.129  1.398
C  3.453  -2.561  1.340
C  2.690  -2.400  2.504
C  3.232  -2.823  3.716
C  4.487  -3.398  3.780
H  4.866  -3.710  4.740
H  2.661  -2.705  4.626
C  1.372  -1.817  2.459
N  0.840  -1.468  1.355
N  -0.386  -0.936  1.352
C  -1.070  -0.466  0.266
O  -2.118  0.138  0.497
C  -0.521  -0.685  -1.083
C  0.311  -1.773  -1.353
C  0.859  -1.959  -2.604
C  0.588  -1.049  -3.616
C  -0.260  0.014  -3.389
C  -0.849  0.201  -2.137
N  -1.751  1.222  -1.899
C  -2.083  2.288  -2.687
O  -1.598  2.507  -3.782
C  -3.121  3.182  -2.103
C  -3.477  3.218  -0.759
C  -4.450  4.092  -0.307
C  -5.091  4.952  -1.193
C  -4.729  4.929  -2.543
C  -3.758  4.062  -2.983
H  -3.468  4.042  -4.022
H  -5.228  5.604  -3.220
O  -6.061  5.840  -0.854
C  -6.476  5.910  0.489
H  -6.892  4.957  0.832
H  -7.253  6.673  0.518
H  -5.655  6.208  1.149
H  -4.697  4.094  0.743
H  -3.000  2.581  -0.029
H  -2.224  1.125  -1.002
H  -0.490  0.711  -4.177
H  1.026  -1.180  -4.595
H  1.497  -2.810  -2.792
H  0.520  -2.484  -0.571
H  -0.857  -0.760  2.247
H  0.844  -1.694  3.415
H  3.041  -2.226  0.402
H  5.299  -3.256  0.510
H  8.153  -4.714  3.432
H  7.005  -3.948  4.549
H  7.089  -6.414  4.909
H  5.490  -5.966  4.298
H  6.675  -6.689  3.211